No. 1
Entry from the OMol25 dataset: a 2-piece molecular cluster, C10H16O overall in a non-equilibrium geometry (ωB97M-V/def2-TZVPD).

ORCA input file:
```
! RIJCOSX wB97M-V def2-TZVPD def2/J DEFGRID3
* xyz 0 1
C -2.52 0.17 0.13
C -1.27 0.39 0.86
C -0.25 -0.55 0.67
C 0.94 -0.39 1.37
C 1.04 0.66 2.35
O 2.23 0.98 3.03
C 0.10 1.70 2.32
C -1.13 1.49 1.67
H -2.84 1.11 -0.36
H -3.26 -0.35 0.60
H -2.30 -0.55 -0.67
H -0.64 -1.37 0.05
H 1.92 -0.89 1.15
H 2.98 0.28 2.98
H 0.11 2.57 2.91
H -1.86 2.15 1.98
C 1.45 -1.37 -3.91
C 0.30 -1.42 -2.96
C -1.05 -0.90 -3.43
H 2.20 -2.09 -3.59
H 1.00 -1.23 -4.90
H 2.22 -0.74 -3.66
H 0.73 -0.82 -2.04
H 0.27 -2.41 -2.54
H -1.00 -0.99 -4.55
H -1.16 0.17 -3.27
H -1.83 -1.31 -2.82
*
```

Results
Frontier orbital gap in eV: 9.144
E_LUMO in eV: 0.771
Total energy in a.u.: -465.767471
Energy relative to the best compared isomer or geometry (same formula, charge and spin) in eV: 3.5464
Molar mass in g/mol: 152.24
Structure (SMILES): Cc1ccc(O)cc1.CCC

=====

No. 2
Entry from the OMol25 dataset: a 6-piece molecular cluster, C39H85BF3I2N2O3 overall in a non-equilibrium geometry (ωB97M-V/def2-TZVPD).

ORCA input file:
```
! RIJCOSX wB97M-V def2-TZVPD def2/J DEFGRID3
* xyz -1 1
C 2.03 1.39 -2.96
N 1.25 1.99 -4.01
C 0.40 3.09 -3.54
B -1.15 2.68 -3.71
I -1.53 2.71 -6.01
O -1.38 1.41 -3.09
C -2.77 1.34 -2.95
C -3.13 0.24 -1.97
C -3.60 -1.07 -2.58
O -4.92 -0.88 -3.08
C -2.73 -1.62 -3.73
F -2.79 -2.99 -3.69
F -1.43 -1.29 -3.61
F -3.19 -1.22 -4.94
C -3.13 2.77 -2.53
I -2.93 3.09 -0.34
C -4.63 3.07 -2.87
C -4.85 3.91 -4.07
N -5.28 3.50 -5.19
O -2.21 3.56 -3.11
H 2.60 2.11 -2.36
H 2.67 0.61 -3.34
H 1.33 0.90 -2.28
H 1.78 2.24 -4.82
H 0.65 3.99 -4.10
H 0.63 3.33 -2.50
H -3.26 1.18 -3.92
H -3.97 0.58 -1.39
H -2.27 0.08 -1.33
H -3.64 -1.83 -1.82
H -5.47 -1.59 -2.77
H -5.13 2.11 -3.00
H -5.09 3.54 -2.02
H -4.66 4.98 -4.00
H -5.41 2.50 -5.17
C 6.29 -3.34 0.61
C 5.07 -2.82 1.37
C 3.85 -2.61 0.49
C 4.02 -1.57 -0.62
C 4.42 -0.18 -0.14
C 3.37 0.46 0.77
H 6.62 -2.64 -0.16
H 7.13 -3.50 1.29
H 6.07 -4.29 0.12
H 5.33 -1.89 1.89
H 4.81 -3.54 2.16
H 3.00 -2.33 1.12
H 3.57 -3.57 0.02
H 3.08 -1.50 -1.18
H 4.77 -1.92 -1.34
H 4.55 0.47 -1.01
H 5.38 -0.20 0.38
H 2.41 0.54 0.26
H 3.67 1.47 1.07
H 3.22 -0.12 1.69
C 6.40 6.12 1.36
C 5.40 7.04 0.67
C 3.95 6.80 1.11
C 3.41 5.41 0.79
C 3.46 5.02 -0.69
C 2.62 5.91 -1.59
H 6.21 5.07 1.13
H 7.42 6.35 1.04
H 6.36 6.25 2.45
H 5.49 6.93 -0.41
H 5.66 8.08 0.90
H 3.31 7.55 0.64
H 3.87 6.97 2.19
H 2.37 5.35 1.13
H 3.96 4.66 1.37
H 3.10 3.99 -0.78
H 4.50 5.01 -1.04
H 1.58 5.89 -1.28
H 2.68 5.57 -2.62
H 2.97 6.95 -1.57
C -1.38 -8.04 0.32
C -1.75 -7.35 -0.99
C -0.59 -7.24 -1.97
C 0.59 -6.40 -1.47
C 0.25 -4.97 -1.08
C -0.29 -4.13 -2.23
H -0.61 -7.49 0.86
H -2.25 -8.12 0.98
H -1.01 -9.05 0.13
H -2.16 -6.36 -0.78
H -2.56 -7.91 -1.47
H -0.96 -6.81 -2.91
H -0.23 -8.24 -2.21
H 1.36 -6.38 -2.25
H 1.06 -6.91 -0.62
H 1.15 -4.49 -0.69
H -0.48 -4.97 -0.26
H 0.44 -4.07 -3.04
H -0.50 -3.11 -1.90
H -1.21 -4.54 -2.63
C -5.06 -0.09 1.16
C -5.66 1.04 1.99
C -4.92 1.29 3.30
C -4.92 0.11 4.27
C -6.31 -0.39 4.68
C -7.13 0.66 5.42
H -5.10 -1.05 1.68
H -5.61 -0.20 0.22
H -4.02 0.13 0.91
H -6.72 0.83 2.18
H -5.64 1.96 1.40
H -5.35 2.17 3.79
H -3.88 1.55 3.07
H -4.37 0.40 5.17
H -4.36 -0.72 3.84
H -6.18 -1.26 5.33
H -6.85 -0.74 3.80
H -6.62 0.99 6.32
H -8.10 0.25 5.71
H -7.32 1.53 4.80
C 2.98 0.25 4.03
C 1.52 -0.18 4.07
C 1.31 -1.65 3.71
C 1.75 -2.04 2.30
C 1.08 -1.24 1.18
C -0.44 -1.43 1.12
H 3.41 0.14 3.03
H 3.08 1.30 4.31
H 3.58 -0.34 4.72
H 0.93 0.45 3.39
H 1.12 -0.01 5.07
H 0.25 -1.91 3.85
H 1.86 -2.27 4.43
H 1.55 -3.10 2.15
H 2.83 -1.93 2.21
H 1.51 -1.56 0.23
H 1.31 -0.18 1.28
H -0.69 -2.48 0.97
H -0.85 -0.86 0.29
H -0.93 -1.09 2.03
*
```

Results
Frontier orbital gap in eV: 6.861
E_LUMO in eV: 2.109
Total energy in a.u.: -2792.176696
Molar mass in g/mol: 951.73